No. 1
ORCA calculation (ωB97M-V/def2-TZVPD) on C31H36ClIrN3O4S2 as an isolated structure at a distorted geometry.

The geometry in XYZ format:
```
78
Properties=species:S:1:pos:R:3:lowdin_charge:R:1
Ir -0.140 -0.251 0.201 1.236
O -2.461 -2.847 -1.119 0.179
C -2.468 -1.747 -0.660 -0.562
O -1.562 -0.800 -0.967 -0.238
C -3.496 -1.316 0.337 -0.127
C -4.771 -1.814 0.249 0.047
C -5.729 -1.493 1.223 0.040
C -5.405 -0.663 2.303 -0.018
C -4.138 -0.156 2.414 -0.065
C -3.150 -0.477 1.430 -0.518
S -1.635 0.183 1.783 0.929
H -5.023 -2.468 -0.575 0.147
H -6.724 -1.908 1.144 0.135
H -6.151 -0.423 3.047 0.131
H -3.865 0.487 3.242 0.116
C 4.634 -0.910 3.464 -0.044
C 4.684 -2.051 4.488 -0.511
C 5.001 -1.433 5.859 -0.031
C 5.848 -2.983 4.110 -0.026
C 3.330 -2.860 4.530 -0.418
O 3.476 -3.994 5.364 0.011
C 2.162 -1.978 5.027 -0.101
C 0.838 -2.668 5.409 -0.127
C 0.907 -3.634 6.570 -0.249
C 1.224 -3.183 7.846 -0.044
C 1.232 -4.047 8.931 -0.093
C 0.917 -5.381 8.737 -0.668
Cl 0.920 -6.468 10.087 0.693
C 0.596 -5.853 7.476 -0.088
C 0.587 -4.974 6.403 -0.037
C 3.045 -3.523 3.152 0.013
N 1.936 -2.966 2.363 -0.049
C 1.910 -1.882 1.620 -0.081
N 0.698 -1.796 1.049 -0.114
C 0.017 -2.900 1.507 -0.130
N 0.748 -3.620 2.298 0.171
H 5.556 -0.330 3.525 0.102
H 3.799 -0.229 3.651 0.065
H 4.575 -1.292 2.440 0.073
H 6.016 -1.038 5.842 0.096
H 4.965 -2.154 6.679 0.096
H 4.341 -0.602 6.107 0.084
H 6.795 -2.472 4.283 0.097
H 5.837 -3.266 3.055 0.083
H 5.842 -3.895 4.703 0.098
H 3.879 -3.741 6.202 0.106
H 1.946 -1.211 4.275 0.095
H 2.510 -1.462 5.921 0.105
H 0.396 -3.180 4.555 0.082
H 0.152 -1.864 5.694 0.120
H 1.460 -2.135 8.011 0.117
H 1.468 -3.690 9.924 0.110
H 0.356 -6.898 7.338 0.111
H 0.337 -5.345 5.415 0.116
H 2.782 -4.563 3.326 0.152
H 3.931 -3.501 2.526 0.125
H 2.723 -1.196 1.474 0.129
H -0.984 -3.164 1.205 0.133
C -2.897 5.744 2.172 -0.023
C -1.776 4.745 2.193 -0.232
C -1.051 4.466 1.026 -0.004
C -0.017 3.551 1.032 -0.075
C 0.304 2.905 2.225 -0.475
C -0.409 3.147 3.391 -0.089
C -1.444 4.069 3.366 -0.013
S 1.591 1.709 2.276 1.001
C 3.010 2.673 1.817 -0.188
O 1.430 0.835 0.989 -0.716
H -2.756 6.476 1.379 0.090
H -2.980 6.265 3.124 0.092
H -3.848 5.239 1.987 0.098
H -1.296 4.990 0.111 0.130
H 0.533 3.344 0.121 0.120
H -0.149 2.638 4.312 0.120
H -1.995 4.275 4.275 0.129
H 2.778 3.276 0.942 0.074
H 3.821 1.976 1.607 0.069
H 3.263 3.304 2.669 0.086
```

Largest force on an atom, eV/A: 1.3
Total charge: +2
Multiplicity: 2
HOMO level (alpha / beta), eV: -12.278 / -12.278
E, eV: -82407.048
ΔE to the lowest compared entry with this formula, charge and spin, kcal per mole: 1.0
<S²>: 0.7822

***

No. 2
ORCA calculation (ωB97M-V/def2-TZVPD) on C31H36CrN6O2S as an isolated structure at a distorted geometry.

The geometry in XYZ format:
```
77
Properties=species:S:1:pos:R:3:lowdin_charge:R:1
Cr 0.167 -0.056 -1.019 0.884
C -3.688 -0.651 -3.270 -0.010
O -2.559 -0.871 -4.125 0.118
C -1.494 -0.676 -3.406 -0.277
N -1.632 -0.448 -2.136 0.061
C -3.066 -0.536 -1.851 -0.223
C -3.646 0.610 -1.052 -0.214
C -5.019 0.585 -0.809 -0.042
C -5.617 1.608 -0.096 -0.035
C -4.849 2.650 0.399 -0.041
C -3.480 2.673 0.173 -0.045
C -2.882 1.663 -0.565 -0.053
C -0.159 -0.603 -3.963 -0.123
C 0.178 -0.813 -5.296 0.093
C 1.480 -0.534 -5.699 0.054
C 2.367 0.007 -4.774 0.093
C 1.935 0.182 -3.462 -0.121
N 0.709 -0.167 -3.038 0.079
C 2.621 0.871 -2.389 -0.277
N 2.015 0.911 -1.236 0.003
C 2.900 1.663 -0.340 -0.294
C 3.932 2.273 -1.324 -0.005
O 3.739 1.522 -2.527 0.121
C 2.237 2.709 0.517 -0.233
C 0.957 3.185 0.258 -0.053
C 0.451 4.232 1.007 -0.053
C 1.219 4.804 2.016 -0.038
C 2.487 4.311 2.293 -0.034
C 2.993 3.262 1.553 -0.018
H -4.389 -1.478 -3.381 0.153
H -4.176 0.276 -3.589 0.158
H -3.237 -1.471 -1.297 0.146
H -5.621 -0.219 -1.205 0.128
H -6.685 1.594 0.067 0.125
H -5.320 3.451 0.948 0.122
H -2.883 3.485 0.561 0.105
H -1.811 1.703 -0.777 0.075
H -0.571 -1.172 -5.985 0.150
H 1.780 -0.689 -6.723 0.144
H 3.365 0.307 -5.053 0.149
H 3.398 0.944 0.325 0.098
H 4.971 2.185 -1.009 0.154
H 3.713 3.326 -1.539 0.159
H 0.381 2.758 -0.564 0.089
H -0.528 4.632 0.789 0.106
H 0.835 5.637 2.579 0.119
H 3.081 4.749 3.079 0.123
H 3.977 2.875 1.762 0.126
C -4.129 -2.195 1.405 -0.040
C -2.946 -1.414 1.999 -0.156
C -1.957 -1.039 1.049 -0.107
N -1.118 -0.724 0.317 0.030
H -4.797 -2.471 2.215 0.100
H -3.798 -3.104 0.914 0.092
H -4.686 -1.586 0.699 0.061
H -2.483 -2.019 2.787 0.127
H -3.318 -0.492 2.459 0.155
C 4.665 -1.375 1.697 -0.065
C 3.738 -2.251 0.856 -0.235
N 2.618 -2.724 1.650 0.046
C 1.545 -2.012 1.927 -0.644
S 1.411 -0.391 1.278 0.878
N 0.584 -2.442 2.730 0.022
C 0.475 -3.757 3.355 -0.206
C 0.948 -3.776 4.802 -0.052
H 5.451 -0.964 1.072 0.087
H 5.128 -1.957 2.488 0.090
H 4.109 -0.559 2.154 0.055
H 4.271 -3.124 0.482 0.134
H 3.336 -1.687 0.007 0.082
H 2.788 -3.567 2.183 0.160
H -0.045 -1.730 3.078 0.128
H 1.029 -4.482 2.757 0.121
H -0.580 -4.037 3.315 0.123
H 1.981 -3.457 4.891 0.081
H 0.871 -4.790 5.182 0.094
H 0.335 -3.132 5.425 0.085
```

Largest force on an atom, eV/A: 2.3
Total charge: +3
Multiplicity: 2
HOMO level (alpha / beta), eV: -16.292 / -16.293
E, eV: -84998.377
<S²>: 0.8590

***

No. 3
ORCA calculation (ωB97M-V/def2-TZVPD) on C31H36I2O4P2RuSbSe4 as an isolated structure at a distorted geometry.

The geometry in XYZ format:
```
81
Properties=species:S:1:pos:R:3:lowdin_charge:R:1
Ru 0.935 -0.655 -0.003 0.642
I 3.030 -0.232 2.540 0.978
C 2.643 1.778 1.996 -0.797
I 1.787 1.709 -0.202 1.435
H 3.544 2.374 2.102 -0.001
H 1.820 2.171 2.584 -0.032
C -5.547 -3.186 -0.030 -0.060
C -4.824 -3.081 1.147 -0.067
C -3.477 -2.746 1.103 -0.097
C -2.849 -2.519 -0.118 -0.387
C -3.569 -2.670 -1.303 -0.103
C -4.914 -2.997 -1.254 -0.053
P -1.081 -2.071 -0.149 1.075
C -1.111 -1.013 -1.669 -0.404
C -2.125 -0.054 -1.807 -0.120
C -2.071 0.888 -2.814 -0.063
C -0.968 0.941 -3.666 -0.072
C 0.036 0.004 -3.548 -0.067
C -0.033 -0.988 -2.561 -0.117
C -0.259 -3.575 -0.739 -0.317
C -0.949 -4.724 -1.037 -0.056
C -0.267 -5.887 -1.442 -0.053
C 1.093 -5.875 -1.518 -0.014
C 1.837 -4.725 -1.161 -0.156
C 3.252 -4.754 -1.171 -0.010
C 3.962 -3.712 -0.664 -0.073
C 3.282 -2.575 -0.173 -0.188
C 1.927 -2.410 -0.297 -0.232
C 1.160 -3.548 -0.749 -0.205
H -6.602 -3.422 0.000 0.112
H -5.304 -3.260 2.099 0.111
H -2.914 -2.666 2.026 0.104
H -3.084 -2.538 -2.261 0.119
H -5.468 -3.104 -2.177 0.114
H -2.950 -0.034 -1.106 0.115
H -2.873 1.607 -2.913 0.119
H -0.896 1.725 -4.409 0.113
H 0.891 0.027 -4.212 0.115
H 0.710 -1.776 -2.563 0.100
H -2.027 -4.746 -0.956 0.100
H -0.830 -6.779 -1.679 0.112
H 1.635 -6.761 -1.826 0.121
H 3.756 -5.631 -1.558 0.123
H 5.042 -3.731 -0.623 0.061
H 3.861 -1.825 0.338 -0.060
C -1.308 2.716 3.597 -0.016
C -1.347 1.391 2.855 -0.578
C -0.730 0.282 3.679 -0.039
C -2.763 1.026 2.444 -0.014
O -0.500 1.479 1.625 -0.258
P -0.649 2.562 0.491 0.240
O -1.865 3.363 0.553 -0.204
O -0.264 1.741 -0.797 -0.561
O 0.734 3.481 0.769 -0.437
C 0.896 4.803 0.024 -0.587
C 0.044 5.830 0.746 -0.015
C 0.467 4.693 -1.431 -0.041
C 2.363 5.167 0.133 -0.029
H -1.854 2.617 4.535 0.103
H -1.780 3.503 3.012 0.084
H -0.284 3.013 3.834 0.091
H -1.375 0.074 4.533 0.101
H 0.256 0.555 4.057 0.059
H -0.638 -0.631 3.087 0.069
H -3.377 0.899 3.336 0.103
H -2.767 0.088 1.884 0.072
H -3.204 1.808 1.829 0.082
H -1.003 5.535 0.741 0.080
H 0.141 6.789 0.238 0.104
H 0.370 5.946 1.780 0.098
H -0.560 4.343 -1.524 0.084
H 1.121 4.047 -2.020 0.078
H 0.519 5.687 -1.875 0.106
H 2.645 5.348 1.171 0.098
H 2.541 6.078 -0.435 0.106
H 3.025 4.397 -0.271 0.068
Se 7.926 1.353 -0.231 0.151
Sb 6.166 -0.208 -0.848 -0.276
Se 7.388 -1.981 0.294 0.100
Se 6.476 -1.446 -2.899 0.133
Se 3.978 0.701 -0.492 -0.122
```

Largest force on an atom, eV/A: 3.8
Total charge: +1
Multiplicity: 5
HOMO level (alpha / beta), eV: -10.529 / -10.359
E, eV: -346194.235
ΔE to the lowest compared entry with this formula, charge and spin, kcal per mole: 169.6
<S²>: 6.0627